[1]
C35H22MgN9O | ωB97M-V with the def2-TZVPD basis set

Cartesian coordinates (Å):
Mg -0.34 -0.50 0.28
C -4.93 4.07 -0.47
C -4.96 4.09 0.93
C -3.98 3.43 1.67
C -2.99 2.77 0.97
C -1.81 1.99 1.41
N -1.48 1.81 2.63
C -0.27 1.17 2.82
C 0.95 1.86 3.13
C 1.26 3.20 3.39
C 2.58 3.51 3.63
C 3.58 2.52 3.61
C 3.28 1.20 3.35
C 1.94 0.88 3.11
C 1.26 -0.35 2.80
N 1.93 -1.54 2.60
C 2.20 -1.82 1.38
N 1.76 -1.12 0.27
C 2.18 -1.79 -0.84
N 1.93 -1.55 -2.10
C 1.04 -0.61 -2.48
N 0.15 0.05 -1.70
C -0.56 0.90 -2.48
N -1.54 1.73 -2.08
C -1.79 1.94 -0.81
N -1.12 1.53 0.30
C -2.96 2.76 -0.41
C -3.93 3.41 -1.16
C -0.12 0.79 -3.85
C -0.52 1.42 -5.03
C 0.12 1.06 -6.20
C 1.14 0.09 -6.21
C 1.54 -0.53 -5.04
C 0.89 -0.18 -3.86
C 3.02 -2.95 -0.44
C 3.68 -3.90 -1.19
C 4.36 -4.90 -0.50
C 4.36 -4.93 0.90
C 3.68 -3.97 1.64
C 3.01 -2.99 0.94
N -0.08 -0.17 2.66
H -5.71 4.59 -1.02
H -5.76 4.61 1.44
H -3.99 3.43 2.75
H 0.48 3.96 3.39
H 2.86 4.54 3.83
H 4.61 2.81 3.79
H 4.05 0.44 3.32
H -3.89 3.38 -2.24
H -1.31 2.16 -5.01
H -0.16 1.53 -7.13
H 1.62 -0.17 -7.14
H 2.32 -1.28 -5.03
H 3.66 -3.86 -2.27
H 4.90 -5.66 -1.04
H 4.89 -5.73 1.41
H 3.66 -3.99 2.72
N -4.57 -1.80 1.30
C -3.29 -1.59 0.89
O -2.99 -0.57 0.29
C -2.29 -2.68 1.22
C -1.06 -2.58 0.33
H -5.21 -1.02 1.24
H -4.79 -2.56 1.91
H -2.84 -3.64 1.22
H -2.01 -2.50 2.27
H -1.33 -2.90 -0.68
H -0.31 -3.30 0.69

energy above the lowest of the compared OMol25 structures with the same formula, charge and spin: 85.83 kJ/mol
HOMO-LUMO gap (alpha / beta): 5.2 / 5.8 eV
DFT total energy: -57561.544 eV
net charge: -1

These are the Löwdin partial charges, in e, on atoms 1 to 6: atom 1 (Mg): 0.637, atom 2 (C): -0.091, atom 3 (C): -0.095, atom 4 (C): -0.018, atom 5 (C): -0.103, atom 6 (C): -0.300

***

[2]
C3H7NO2 | ωB97M-V with the def2-TZVPD basis set

Cartesian coordinates (Å):
C 0.26 1.75 -1.02
N -0.30 0.41 -0.98
C -0.07 -0.74 0.53
C 0.69 -1.76 0.20
O -0.89 0.19 0.74
O -0.45 -0.94 2.41
H -1.37 -1.23 2.50
H -1.22 0.35 -1.41
H 0.59 1.95 -2.04
H -0.45 2.53 -0.72
H 1.14 1.79 -0.37
H 0.99 -2.46 0.96
H 1.08 -1.84 -0.80

energy above the lowest of the compared OMol25 structures with the same formula, charge and spin: 778.49 kJ/mol
HOMO-LUMO gap (alpha / beta): 9.4 / 7.9 eV
DFT total energy: -8802.460 eV

These are the Löwdin partial charges, in e, on atoms 1 to 6: atom 1 (C): -0.118, atom 2 (N): 0.024, atom 3 (C): -0.371, atom 4 (C): 0.051, atom 5 (O): 0.061, atom 6 (O): -0.164

***

[3]
C27H27N4OOsS | ωB97M-V with the def2-TZVPD basis set

Cartesian coordinates (Å):
Os 2.36 -0.12 0.84
C 3.78 0.08 2.60
C 4.37 0.67 1.44
C 3.58 1.80 1.05
C 2.49 1.87 1.94
C 2.60 0.79 2.88
H 4.17 -0.77 3.14
H 5.30 0.37 0.97
H 3.82 2.48 0.26
H 1.70 2.60 1.89
H 1.90 0.57 3.67
C -1.56 -2.77 -1.13
C -2.63 -1.78 -1.51
C -3.56 -2.09 -2.50
C -4.58 -1.21 -2.84
C -4.70 0.01 -2.18
C -3.78 0.34 -1.20
C -2.76 -0.54 -0.87
N -1.83 -0.17 0.16
C -0.53 0.08 -0.08
N -0.18 0.16 -1.37
C 1.11 0.32 -1.94
C 2.28 0.24 -1.17
C 3.49 0.32 -1.86
C 3.54 0.47 -3.24
C 2.37 0.56 -3.96
C 1.13 0.49 -3.33
C -0.15 0.56 -4.12
N 0.33 0.28 0.92
C -0.28 0.24 2.24
C -0.25 -0.91 3.01
C -0.79 -0.90 4.29
C -1.35 0.26 4.79
C -1.40 1.40 4.00
C -0.89 1.41 2.71
C -1.05 2.65 1.86
H -1.86 -3.78 -1.40
H -1.36 -2.76 -0.06
H -0.62 -2.56 -1.64
H -3.49 -3.04 -3.00
H -5.29 -1.48 -3.61
H -5.50 0.69 -2.43
H -3.84 1.29 -0.68
H -2.15 -0.11 1.11
H -0.94 0.09 -2.02
H 4.41 0.25 -1.31
H 4.50 0.52 -3.74
H 2.39 0.69 -5.03
H 0.07 0.74 -5.17
H -0.79 1.38 -3.77
H -0.73 -0.36 -4.06
H 0.19 -1.82 2.62
H -0.76 -1.80 4.88
H -1.76 0.28 5.79
H -1.87 2.30 4.39
H -0.80 3.55 2.43
H -2.10 2.76 1.55
H -0.45 2.63 0.96
O 0.73 -3.87 1.46
S 1.85 -3.41 0.65
N 2.12 -1.92 0.70

energy above the lowest of the compared OMol25 structures with the same formula, charge and spin: 0.00 kJ/mol
HOMO-LUMO gap: 6.5 eV
DFT total energy: -49742.120 eV
net charge: +1

These are the Löwdin partial charges, in e, on atoms 1 to 6: atom 1 (Os): 1.496, atom 2 (C): -0.142, atom 3 (C): -0.175, atom 4 (C): -0.165, atom 5 (C): -0.155, atom 6 (C): -0.165

***

[4]
C2H3N3 | ωB97M-V with the def2-TZVPD basis set

Cartesian coordinates (Å):
C -0.09 -0.30 1.05
C 0.91 -0.58 0.06
N 0.64 0.21 -0.99
N -0.44 0.84 -0.67
N -0.92 0.61 0.54
H -0.26 -0.62 2.07
H 1.16 -1.37 -0.63
H -0.88 1.42 -1.36

energy above the lowest of the compared OMol25 structures with the same formula, charge and spin: 201.19 kJ/mol
HOMO-LUMO gap: 11.2 eV
SMILES: c1cn[nH]n1
DFT total energy: -6590.490 eV

These are the Löwdin partial charges, in e, on atoms 1 to 6: atom 1 (C): -0.145, atom 2 (C): -0.155, atom 3 (N): 0.014, atom 4 (N): -0.102, atom 5 (N): 0.045, atom 6 (H): 0.093